[1]
Formula: C12H21OS
Source: the OMol25 dataset
Level of theory: ωB97M-V/def2-TZVPD

Summary:
- DFT total energy: -25654.588 eV
- Max |F|: 5.67 eV Å⁻¹
- Relative energy (zero: lowest compared OMol25 entry of this formula, charge and spin): 119.9 kcal/mol
- Gap between HOMO and LUMO (spin up / spin down): 7.22 / 7.22 eV
- Total charge: +1
- Highest occupied orbital energy (spin up / spin down): -12.68 / -12.68 eV

Last column: Löwdin charge in e.
Geometry (Å):
H 0.85436 -1.16598 -1.25169  0.13
H 0.37562 -2.10531 1.52829  0.03
H 0.21320 0.64569 2.73671  0.13
H -0.45495 -3.65068 1.53343  0.09
C 2.12360 1.40931 0.73442  0.01
H 1.08516 -3.34270 0.52597  0.14
H 1.29436 3.97324 1.52910  0.07
H 0.78032 -3.06837 -1.65960  0.11
C 0.13364 1.81367 2.40659  -0.02
C 0.20290 -2.13473 -1.43965  -0.10
C -1.73340 -3.59216 -0.61214  -0.07
H 2.66696 2.08677 1.41397  0.11
H -2.53449 -3.39773 -1.46846  0.14
H 2.26568 1.60176 -0.24430  0.05
H -0.86785 2.22131 2.54027  0.08
C -0.28273 1.32873 0.04778  -0.34
S -1.69662 -1.05104 0.12099  1.16
C 0.69828 2.03447 0.90348  -0.50
H -2.34374 2.19153 -2.68103  0.14
H -0.15582 4.05084 0.43427  0.10
C 0.81044 3.56939 0.68866  -0.04
H 0.77472 2.36470 3.15903  0.10
H -3.60905 -0.21452 -1.86705  0.07
C -2.78814 0.47031 -1.89246  0.24
C -2.07285 1.53684 -1.86297  -0.10
H 1.48604 3.83227 -0.06904  0.07
H 1.95232 0.33801 1.03572  0.11
H -0.52467 2.88744 -1.41533  0.11
H -2.30737 -3.64860 0.24112  0.04
C -0.66749 -2.49452 -0.28014  -0.81
O -0.50568 0.10284 0.50074  -0.36
H -0.56070 -1.93155 -2.27172  0.10
H -1.34725 -4.48475 -0.81505  0.05
C -0.86140 1.92372 -1.02936  0.01
C 0.10666 -2.91748 0.97532  -0.05



[2]
Formula: C4H6CaO2
Source: the OMol25 dataset
Level of theory: ωB97M-V/def2-TZVPD

Summary:
- DFT total energy: -26767.054 eV
- Max |F|: 3.31 eV Å⁻¹
- Relative energy (zero: lowest compared OMol25 entry of this formula, charge and spin): 0.0 kcal/mol
- Gap between HOMO and LUMO (spin up / spin down): 7.05 / 6.98 eV
- Total charge: +1
- Highest occupied orbital energy (spin up / spin down): -12.26 / -12.20 eV
- Spin multiplicity: 2

Last column: Löwdin charge in e.
Geometry (Å):
C -1.84340 0.59457 -0.31252  -0.17
O 3.34090 0.47286 -0.49179  0.06
O -1.26177 -1.38809 -0.01330  -0.50
C 2.92057 -0.52377 0.17250  -0.11
H -0.28460 2.19487 -0.11156  0.04
H 4.31092 0.56062 -0.54652  0.15
C -0.69891 1.20474 0.08094  -0.02
C -2.40622 -0.66031 0.27687  -0.34
H -2.75014 -0.53218 1.31699  0.12
Ca 0.62563 -0.86237 0.45831  1.45
H -2.47323 1.08990 -1.06796  0.13
H 3.74062 -1.12216 0.61042  0.06
H -3.22036 -1.02867 -0.37237  0.12



[3]
Formula: C15H17NO3
Source: the OMol25 dataset
Level of theory: ωB97M-V/def2-TZVPD

Summary:
- DFT total energy: -23461.774 eV
- Max |F|: 3.97 eV Å⁻¹
- Relative energy (zero: lowest compared OMol25 entry of this formula, charge and spin): 36.2 kcal/mol
- Gap between HOMO and LUMO: 9.05 eV
- Highest occupied orbital energy: -8.48 eV

Last column: Löwdin charge in e.
Geometry (Å):
C 0.50645 -0.81696 -1.20173  0.01
H 3.39734 2.67281 1.92589  0.09
H -3.30231 2.68769 2.20242  0.09
H 1.66013 -6.05069 -1.60308  0.09
C -0.48751 -0.72405 1.09173  -0.04
H 0.94284 3.13170 -0.63076  0.16
C -3.73810 2.75443 1.18262  0.02
C 2.48260 3.07689 1.47406  -0.09
C 2.03557 -2.67423 -1.70920  -0.06
C -2.82121 1.93746 0.30443  -0.44
H -0.58277 1.61726 -1.54169  0.17
C 1.43210 -5.00947 -1.44772  -0.08
O -3.32344 1.32662 -0.60807  0.10
H 2.75028 -1.89443 -1.99110  0.12
H 0.03032 -1.66721 1.26161  0.08
C -0.41877 1.39128 -0.46891  -0.14
O -0.83041 3.82755 1.63586  0.11
C -0.61992 2.85716 0.92543  -0.37
C 0.19705 -4.64710 -0.88972  -0.08
H -1.07095 -2.98590 -0.36191  0.12
H 2.80279 3.80089 0.64263  0.11
H 0.84068 -0.20457 -2.07170  0.12
H -4.73206 2.32598 1.22635  0.08
H 1.90473 3.58555 2.21245  0.07
H -0.50584 -5.38111 -0.48307  0.11
N -1.45215 1.90822 0.41632  0.09
H -3.77538 3.77517 0.81021  0.09
C 0.78909 -2.30082 -1.21000  -0.23
C -0.16534 -0.08188 -0.22744  -0.19
C 0.60157 2.41945 0.14737  -0.12
H 3.29175 -4.33447 -2.29848  0.10
H -1.56652 -0.93477 1.08804  0.09
H -0.26213 -0.05050 1.90513  0.08
C -0.10535 -3.28643 -0.80160  -0.06
C 2.34786 -4.01464 -1.86689  -0.08
O 1.74702 1.96311 0.96054  -0.14



[4]
Formula: FHN2O2S
Source: the OMol25 dataset
Level of theory: ωB97M-V/def2-TZVPD

Summary:
- DFT total energy: -20636.975 eV
- Max |F|: 3.41 eV Å⁻¹
- Relative energy (zero: lowest compared OMol25 entry of this formula, charge and spin): 92.3 kcal/mol
- Gap between HOMO and LUMO: 8.91 eV
- Highest occupied orbital energy: -9.29 eV

Last column: Löwdin charge in e.
Geometry (Å):
O -1.31952 0.47429 2.17159  0.03
F -0.87328 -2.51930 0.90619  -0.11
S -0.86780 -0.31391 -0.44435  0.79
N -0.80287 -0.56133 2.38424  -0.35
H 0.02220 0.72675 -0.14289  -0.06
O -0.67071 -1.26766 3.31348  0.12
N -0.24178 -1.31677 0.74512  -0.42



[5]
Formula: C35H42N3P2S2SiZn
Source: the OMol25 dataset
Level of theory: ωB97M-V/def2-TZVPD

Summary:
- DFT total energy: -137994.520 eV
- Max |F|: 0.51 eV Å⁻¹
- Relative energy (zero: lowest compared OMol25 entry of this formula, charge and spin): 3.3 kcal/mol
- Gap between HOMO and LUMO: 6.69 eV
- Total charge: -1
- Highest occupied orbital energy: -4.22 eV

Last column: Löwdin charge in e.
Geometry (Å):
P 2.39499 1.18262 0.40540  0.34
C 3.15884 -3.05618 -2.91140  -0.10
H -3.92433 4.02787 1.54472  0.03
N -3.60053 -1.90334 1.47661  -0.17
P 2.30983 -1.72779 -0.55470  0.35
H -1.23079 -1.18648 1.81107  0.07
H -4.12878 4.12796 -2.71112  0.03
C 4.41654 -2.36035 1.16797  -0.11
H 3.40260 -0.41362 4.92990  0.10
C 4.74153 4.07428 -1.34481  -0.09
H 3.76278 -3.66476 -2.24881  0.11
C 4.94827 1.05111 1.71176  -0.09
C 4.39222 2.35790 -2.99047  -0.09
C -1.81705 -2.10517 -1.72444  -0.08
Zn -0.27814 0.27977 -0.20368  0.44
S 1.03172 2.44791 1.14218  0.20
N -2.89353 -2.05533 -0.74223  -0.15
Si -4.46650 2.89452 -0.58359  0.36
C 4.07937 -1.81577 -0.07049  -0.34
C -4.35279 4.40192 -1.67655  -0.20
H -4.90853 -1.52218 -0.50893  0.08
H -3.54856 5.05399 -1.32405  0.03
H 5.83920 0.04469 4.82676  0.09
H 5.99266 -2.85927 2.53159  0.10
C 3.58127 0.81246 1.76469  -0.33
H -0.89358 -2.44428 -1.25440  0.02
H -4.21025 -3.69486 0.58412  0.08
H 3.69200 -4.16787 -4.66513  0.09
H -4.94115 2.61183 1.83511  0.02
H 3.62277 -2.73143 1.80448  0.08
H -5.24249 -3.13102 1.90784  0.08
H 7.79177 -2.06822 1.02329  0.09
C 4.94670 3.57622 -2.62916  -0.11
C 6.75416 -1.99783 0.71663  -0.11
C 2.42219 -1.99604 -2.38119  -0.36
C 5.09655 -1.36205 -0.90591  -0.09
H -6.84072 2.44029 -1.15813  0.02
H -4.58803 -2.67529 -1.82173  0.08
H -5.74906 1.42233 -2.11804  0.02
C 3.83993 -0.00071 4.02829  -0.09
H 1.07979 -0.40062 -2.82886  0.08
C -2.94882 1.92979 -0.65581  -0.25
H 7.21164 -1.10278 -1.18060  0.10
H 5.52397 4.14698 -3.34780  0.09
H 1.96962 0.09161 2.97357  0.09
H -4.48519 -1.10704 3.17812  0.08
C 3.98949 3.35236 -0.43089  -0.11
H -5.66705 4.10699 1.21307  0.02
C 2.31500 -2.58123 -5.11717  -0.11
H -5.28975 4.96800 -1.66202  0.02
H 5.39423 1.44330 0.80672  0.10
C 5.74352 -2.44518 1.56159  -0.09
C -2.58441 -1.71036 0.54579  -0.45
H 6.82356 0.96780 2.75508  0.10
H 4.85221 -0.93655 -1.87122  0.10
C 5.75742 0.78009 2.81316  -0.10
C -5.91926 1.84994 -1.12556  -0.20
C -3.48904 -1.21494 2.74481  -0.07
C 3.44268 2.11595 -0.78042  -0.34
H -2.86310 -1.75728 3.46713  0.09
C -1.90515 1.29054 -0.69324  -0.17
H 3.18874 0.69354 -2.34993  0.07
H -4.15756 -0.96386 -2.00571  0.08
H 5.16227 5.03247 -1.06232  0.10
C -4.21071 -1.79436 -1.29509  -0.06
C 5.20716 0.25905 3.97244  -0.11
C 1.57702 -1.52704 -4.60103  -0.09
C -4.21091 -3.21821 1.56027  -0.06
H -1.65769 -1.12276 -2.18419  0.06
C 1.62587 -0.19780 -0.22478  -0.67
S 1.36278 -3.34027 0.13364  0.17
C 3.11362 -3.34202 -4.26764  -0.09
H 4.53460 1.96935 -3.99217  0.10
H 2.27102 -2.81273 -6.17535  0.09
C 3.64260 1.63394 -2.06595  -0.08
H 0.95880 -0.92434 -5.25653  0.10
C 6.42972 -1.45434 -0.51702  -0.09
H -6.06673 1.02157 -0.42544  0.02
H -3.07384 -0.22144 2.58813  0.09
H -2.08972 -2.81439 -2.50820  0.09
H -3.66672 -3.86737 2.25843  0.09
C 3.03643 0.27637 2.93451  -0.11
N -1.42624 -1.23009 0.81807  0.10
C -4.78208 3.46380 1.16728  -0.19
H 3.80457 3.74844 0.56113  0.10
C 1.63604 -1.23531 -3.23974  -0.11



[6]
Formula: C6H10N2
Source: the OMol25 dataset
Level of theory: ωB97M-V/def2-TZVPD

Summary:
- DFT total energy: -9357.623 eV
- Max |F|: 14.48 eV Å⁻¹
- Relative energy (zero: lowest compared OMol25 entry of this formula, charge and spin): 157.1 kcal/mol
- Gap between HOMO and LUMO: 9.22 eV
- Highest occupied orbital energy: -8.22 eV

Last column: Löwdin charge in e.
Geometry (Å):
H -0.28197 -1.23279 -1.26033  0.13
H 2.64594 0.53037 -0.43309  0.12
H 0.24440 1.16334 1.82092  0.11
C -1.99062 0.34748 -0.16315  0.00
C -1.45039 -1.08976 0.43787  -0.09
N 1.36557 -1.21052 0.14714  0.01
C -0.01932 -0.94542 -0.26962  -0.27
C 0.38514 0.54401 -0.31602  -0.52
H 1.87951 -0.31891 -1.88101  0.15
H -2.15932 -1.74441 -0.11640  0.08
H -1.16733 2.06904 -1.06110  0.14
C 1.73159 -0.09460 -0.72753  -0.15
C -0.80523 0.98220 -0.66510  -0.14
H 1.70649 -0.85012 0.96909  0.05
H 1.64662 1.76599 1.08319  0.14
N 0.88629 0.95219 1.01780  0.03
H -3.10639 0.62333 -0.13156  0.11
H -1.51099 -1.49142 1.54891  0.13